1.
28
Properties=species:S:1:pos:R:3 method="wB97M-V/def2-TZVPD" orbital_gap_ev=6.75 e_homo_ev=-8.66
C 1.7642 1.6524 -0.0370
N 2.4697 0.5618 -0.8118
C 3.3210 -0.1695 0.2025
B 1.5132 -0.3591 -1.5465
O 2.0618 -1.0199 -2.7831
C -0.0299 -0.7260 -1.1130
C -1.2560 0.3116 -1.5024
O -2.3757 -0.1002 -0.6375
P -1.6007 -0.6872 0.8397
C -3.1742 -0.2308 1.8550
F -2.8630 -0.1358 3.3275
F -4.1975 -1.3349 1.7518
F -3.8123 1.0340 1.4009
O -0.1385 -1.4385 0.2034
H 1.6382 1.4007 1.1191
H 0.7418 2.0029 -0.4923
H 2.4860 2.6032 -0.0587
H 3.8137 -1.0915 -0.3526
H 4.1882 0.5686 0.5439
H 2.6613 -0.5317 1.1088
H 2.1463 -1.9927 -2.4826
H -0.2708 -1.6343 -1.8492
H -1.6828 0.0325 -2.5819
H -1.0258 1.4506 -1.6429
H -1.0052 0.6370 0.8420
H -0.9025 -0.8352 2.1200
H -2.1729 -2.0097 0.8243
Ag -2.2975 2.0418 1.7525

2.
33
Properties=species:S:1:pos:R:3 method="wB97M-V/def2-TZVPD" orbital_gap_ev=8.16 charge=+1 e_homo_ev=-12.18
N 2.9200 2.2246 -1.6971
H 2.9918 1.3169 -1.2601
H 2.5336 2.0997 -2.6219
H 3.7670 2.7738 -1.6652
H 2.3599 2.8471 -1.1325
N -1.1967 2.2782 -2.7279
H -0.5495 3.0533 -2.7508
H -1.7858 2.4107 -1.9182
H -0.6279 1.4805 -2.4822
H -1.6896 2.3828 -3.6032
N 2.2044 -2.3623 1.1274
H 1.6161 -2.9680 1.6816
H 1.6328 -1.9840 0.3856
H 2.8802 -2.9014 0.6052
H 2.7311 -1.6541 1.6184
O -2.6649 1.6700 -0.6709
C -2.2636 1.0284 0.3352
O -2.3032 -0.2833 0.5297
B -1.8600 -0.5659 1.9096
O -1.6159 0.7211 2.5208
C -1.7996 1.6867 1.6530
O -1.6085 2.9026 1.8801
O -0.6223 -1.3278 1.9921
C -0.9229 -2.5658 2.3195
O -0.0817 -3.4756 2.2638
C -2.4490 -2.5554 2.8466
O -2.8903 -1.3829 2.6889
O -3.0678 -3.5127 3.3317
O 0.4785 -1.4165 -0.8887
C 1.2190 -0.5206 -1.4653
O 0.5407 0.3216 -2.0703
O 2.4230 -0.4311 -1.2974
H -0.2989 -1.2908 -1.4377

3.
30
Properties=species:S:1:pos:R:3 method="wB97M-V/def2-TZVPD" orbital_gap_ev=8.99 charge=-1 e_homo_ev=-5.93
C -1.3245 -2.8356 1.0040
S -0.6456 -1.6871 -0.2038
O -1.3022 -0.3994 0.0834
O -0.9249 -2.2931 -1.5084
P 1.6279 -1.4917 0.1388
O 1.6441 -0.5002 -1.1863
F 1.7876 -2.8177 -0.8256
F 1.4811 -2.5605 1.4112
Br 4.0023 -1.5316 0.3823
C 1.4900 -0.0756 1.3345
C 2.1051 1.2705 0.9344
C 1.1551 2.2767 0.3027
F 1.2882 2.3215 -1.0946
H -0.6135 -3.6460 1.1625
H -2.2443 -3.2144 0.5480
H -1.5377 -2.3082 1.9335
H 1.8543 -1.0055 -1.9819
H 0.4330 0.0674 1.5806
H 1.9834 -0.4468 2.2358
H 2.5136 1.7343 1.8431
H 2.9557 1.1329 0.2591
H 0.1067 2.0500 0.5151
H 1.3804 3.2922 0.6511
C -2.5324 1.4153 -1.8435
N -3.0390 2.3077 -0.7668
O -4.1765 2.7358 -0.8469
O -2.2669 2.5387 0.1324
H -3.3203 1.2880 -2.5758
H -1.6501 1.8959 -2.2590
H -2.2302 0.4863 -1.3604

4.
20
Properties=species:S:1:pos:R:3 method="wB97M-V/def2-TZVPD" e_above_lowest_kcal_mol=89.5 orbital_gap_ev="8.59 / 7.17" charge=+1 e_homo_ev="-12.05 / -11.35"
C -3.3601 1.0586 0.6260
C 1.6733 0.7251 -0.9282
C 1.4576 -0.3501 1.3830
C -2.6999 0.5621 -0.5928
C 1.1579 -0.3937 -0.0793
N 1.5514 -1.7175 -0.6624
Br -1.3344 -0.6105 -0.5072
H -4.4162 1.2276 0.4067
H -2.9554 2.0247 0.9466
H -3.2728 0.3535 1.4511
H 1.3584 1.6798 -0.5111
H 2.7680 0.7333 -0.9675
H 1.2895 0.6531 -1.9454
H 2.5342 -0.3979 1.5697
H 0.9802 -1.1723 1.9131
H 1.0943 0.5803 1.8072
H -2.7375 1.1449 -1.5019
H 1.0614 -2.4731 -0.1670
H 2.5680 -1.8859 -0.5870
H 1.2822 -1.7421 -1.6538

5.
21
Properties=species:S:1:pos:R:3 method="wB97M-V/def2-TZVPD" e_above_lowest_kcal_mol=12.6 spin_multiplicity=5 s_squared=6.058 orbital_gap_ev="8.34 / 9.51" charge=+1 e_homo_ev="-12.18 / -13.44"
C 2.6341 0.6494 -0.9267
O 1.3710 0.3042 -0.3739
C 1.2636 -1.0786 0.1586
H 2.7679 0.0516 -1.8392
H 2.6169 1.7153 -1.1819
H 3.4425 0.4344 -0.2150
H 1.4154 -1.7477 -0.7038
H 2.1427 -1.1876 0.8081
C -2.8168 0.4749 -0.7859
O -1.5447 0.1880 -0.2056
C -1.3133 -1.2111 0.0103
C -0.0524 -1.4229 0.8204
H -2.8920 1.5614 -0.9074
H -2.8950 -0.0128 -1.7668
H -3.6119 0.1215 -0.1164
H -1.2523 -1.7093 -0.9696
H -2.1780 -1.6136 0.5568
H -0.0169 -2.4929 1.0670
H -0.1288 -0.8987 1.7859
H 0.2662 1.9067 1.5203
Cr -0.1124 1.5329 -0.0848

6.
20
Properties=species:S:1:pos:R:3 method="wB97M-V/def2-TZVPD" e_above_lowest_kcal_mol=121.9 orbital_gap_ev="10.03 / 7.78" charge=+1 e_homo_ev="-13.18 / -12.35"
C -0.1944 -1.9558 -0.2717
C -1.9950 0.6346 -0.5030
C -0.0921 1.6867 0.4599
C 2.7597 -0.3334 0.3474
C -0.2136 -0.7379 0.4773
N -0.4887 0.4948 -0.2405
F 2.6882 0.5364 -0.6577
H -1.1546 -2.5268 -0.0462
H 0.5392 -2.7008 -0.0525
H 0.0208 -1.8522 -1.4221
H -2.3598 0.7188 0.4384
H -2.2826 1.4882 -1.2489
H -2.5216 -0.3410 -0.9242
H 0.6047 1.5380 1.1786
H 0.2764 2.4091 -0.1821
H -0.8854 2.2904 0.9676
H 2.5581 -0.0064 1.3048
H 2.6541 -1.3959 -0.0048
H 0.0003 -0.4811 1.4516
H 0.0863 0.5344 -1.0718

7.
23
Properties=species:S:1:pos:R:3 method="wB97M-V/def2-TZVPD" e_above_lowest_kcal_mol=39.2 orbital_gap_ev=9.09 charge=+1 e_homo_ev=-12.56
C -1.7943 -0.2695 1.0170
C -1.1675 0.9999 -0.9525
C -0.6323 -1.2356 -0.9728
C 0.6315 0.4415 0.4964
C 1.4781 0.9883 -0.4342
N -0.6856 -0.0782 -0.0475
O 1.2418 0.7687 -1.7135
P 0.7180 0.7139 2.2940
I 2.9838 2.3618 -0.0194
I 3.1943 -2.3308 0.3448
H -1.9012 0.6725 1.4161
H -2.6282 -0.6118 0.4621
H -1.3580 -1.1062 1.7567
H -1.2630 1.9555 -0.3573
H -0.5783 1.3033 -1.8747
H -2.1010 0.6183 -1.3636
H 0.3750 -1.4545 -1.3981
H -1.0447 -2.1092 -0.4249
H -1.3142 -1.0430 -1.7861
H 2.2595 -1.1190 0.8034
H 1.9906 1.0545 -2.3821
H 0.0110 -0.4069 2.4242
H 1.5843 -0.1134 2.7118

8.
20
Properties=species:S:1:pos:R:3 method="wB97M-V/def2-TZVPD" e_above_lowest_kcal_mol=122.1 orbital_gap_ev="9.12 / 6.23" charge=+1 e_homo_ev="-12.54 / -11.34"
C -1.5591 0.4134 0.9355
C -1.9408 -1.1113 -0.8047
C 0.0309 -1.4187 0.4147
C -0.1859 0.5899 -0.9964
C 3.4575 1.1650 -1.1929
N -0.8727 -0.3678 -0.1594
I 4.3524 -0.0891 0.1737
H -1.9180 -0.3533 1.6273
H -0.8035 1.0707 1.3246
H -2.4207 0.8861 0.4619
H -2.5815 -1.4815 0.0465
H -2.6357 -0.5766 -1.3956
H -1.5249 -1.8657 -1.4831
H 0.4395 -1.2431 1.4179
H -0.6363 -2.2297 0.6366
H 0.7241 -1.5389 -0.3414
H -0.4468 0.6413 -2.0610
H 0.7363 0.9078 -0.4590
H 2.5683 1.5972 -0.7211
H 3.5259 0.8929 -2.2695

Respective strongest force on any atom values: 7.37; 5.52; 0.51; 0.99; 2.28; 5.21; 4.93; 2.32 eV/Å.